ORCA calculation (wB97M-V/def2-TZVPD) on C10H12N2O2 in the gas phase at a distorted geometry.

Summary:
- SMILES: CC/C(C)=[N+](/[O-])c1ccccc1N=O
- Calculated total energy: -647.99366 Ha
- Total charge: 0
- ΔE to the lowest compared entry with this formula, charge and spin: 156.57 kcal/mol
- HOMO energy (alpha / beta): -7.87 / -7.65 eV

```
26
Properties=species:S:1:pos:R:3:forces:R:3:nbo_charge:R:1
C 1.112 0.066 1.793 -0.7 -1.9 3.1 -0.627
C 2.076 -0.147 0.639 0.5 -0.9 0.3 -0.478
C 1.435 -0.004 -0.745 -0.5 -2.3 1.3 0.296
C 2.304 -0.206 -1.953 0.4 0.7 -0.3 -0.681
N 0.487 1.073 -0.727 -1.6 -0.4 -0.3 0.024
O 0.767 2.280 -0.968 0.8 0.3 -0.1 -0.434
C -0.781 0.697 -0.391 -0.7 -1.3 1.4 0.104
C -1.822 1.595 0.035 0.5 0.1 -2.0 -0.193
C -3.023 1.078 0.425 0.8 -0.6 -0.8 -0.215
C -3.174 -0.323 0.476 -3.0 -0.3 1.2 -0.183
C -2.297 -1.251 0.098 2.5 3.2 -0.1 -0.223
C -1.005 -0.746 -0.250 -0.3 -0.3 -1.0 0.057
N 0.038 -1.522 -0.568 3.5 4.2 -1.2 0.148
O 0.453 -2.661 -0.712 -1.1 -0.4 0.6 -0.369
H 0.277 -0.650 1.589 0.7 0.5 0.8 0.208
H 0.563 1.039 2.054 1.5 -1.0 -0.8 0.233
H 1.656 -0.379 2.800 -1.4 1.4 -2.4 0.220
H 2.559 -1.191 0.793 -1.0 1.6 -0.7 0.237
H 2.890 0.545 0.787 0.5 0.5 -0.5 0.229
H 1.608 -0.291 -2.860 1.4 -0.1 1.1 0.245
H 3.006 -1.090 -1.757 -1.3 1.1 -0.6 0.249
H 2.995 0.727 -2.059 -1.3 -1.5 0.0 0.253
H -1.729 2.627 -0.318 0.2 -0.2 0.8 0.245
H -3.914 1.653 0.502 -0.3 0.7 0.5 0.223
H -4.120 -0.720 0.895 0.4 0.4 -0.3 0.210
H -2.362 -2.200 0.420 -0.6 -3.4 0.4 0.224
```
Positions in Å, forces in eV/Å.